--- 1 ---
Computed, not measured: a cluster of 2 separate species, C6H16N2 in total, with ωB97M-V/def2-TZVPD.

XYZ file:
```
24
Properties=species:S:1:pos:R:3:mulliken_charge:R:1
C -2.0394 0.0417 1.6396 -0.72
C -1.9744 0.0968 0.2906 -0.03
C -2.8137 0.9682 -0.6298 -0.53
C -1.9139 2.1447 -1.2174 -1.09
H -1.5687 -0.7197 2.2576 0.28
H -2.5656 0.8573 2.1612 0.22
H -1.2340 -0.5341 -0.2106 0.34
H -3.1188 0.3957 -1.4725 0.26
H -3.6896 1.3700 -0.1093 0.32
H -1.0016 1.8225 -1.7072 0.30
H -2.4875 2.7012 -1.9359 0.37
H -1.5780 2.8691 -0.4599 0.30
C 2.1753 -2.4341 0.1272 -0.89
N 1.8475 -1.1656 0.7878 -0.39
C 1.5063 -0.1673 -0.1833 -0.59
N 2.6371 0.6408 -0.6125 -0.57
H 2.2948 -3.1883 0.9792 0.32
H 1.4482 -2.8753 -0.5407 0.32
H 3.1564 -2.3787 -0.3522 0.26
H 1.0997 -1.3481 1.4655 0.28
H 0.8377 0.4963 0.3498 0.34
H 0.8520 -0.6269 -0.9612 0.30
H 3.1909 0.8716 0.2333 0.33
H 3.3302 0.0614 -1.0865 0.28
```

Properties
SMILES string   C=CCC.CNCN
Charge   0
Kohn-Sham gap   10.10 eV

***

--- 2 ---
Computed, not measured: a structure of composition C6H16N2, with ωB97M-V/def2-TZVPD.

XYZ file:
```
24
Properties=species:S:1:pos:R:3:mulliken_charge:R:1
N 2.4668 1.8813 2.2439 -0.57
C 2.0641 0.7291 1.5182 0.54
C 1.1905 -0.2949 2.2539 -1.16
C 2.2720 0.6978 0.2013 -0.62
N -0.7349 -1.2696 -0.0256 -0.44
C -0.5634 -1.6270 -1.3273 -0.27
C -1.7436 -1.4000 -2.3264 -0.24
C -2.6899 -0.3346 -1.8172 -1.40
H 1.6704 2.4579 2.6049 0.22
H 3.2259 2.4145 1.8263 0.24
H -0.3937 1.6561 0.7731 -0.23
H 1.3656 -0.3104 3.2722 0.42
H 1.2299 -1.2889 1.9120 0.38
H 0.1807 -0.0128 2.0839 0.24
H 1.7011 0.0637 -0.5273 0.20
H 2.8110 1.6595 -0.2647 0.13
H -1.1276 1.5661 0.8485 0.21
H -0.0486 -2.4949 -1.7258 0.38
H -0.5434 -0.4193 -0.8227 0.20
H -1.1826 -1.0958 -3.3257 0.25
H -2.2610 -2.3395 -2.3930 0.36
H -3.8029 -0.5035 -1.9829 0.32
H -2.7069 -0.3010 -0.7753 0.48
H -2.3794 0.5661 -2.2242 0.36
```

Properties
Charge   0
Kohn-Sham gap   8.45 eV

***

--- 3 ---
Computed, not measured: a cluster of 2 separate species, C6H16N2 in total, with ωB97M-V/def2-TZVPD.

XYZ file:
```
24
Properties=species:S:1:pos:R:3:mulliken_charge:R:1
C -0.5435 -1.1366 2.1222 -0.91
N -1.3457 0.0729 2.1402 -0.13
C -0.8583 0.9803 3.1527 -0.93
C -1.3105 0.7088 0.8296 -0.99
H -0.6033 -1.6419 3.0842 0.32
H 0.5218 -0.9275 1.9195 0.35
H -0.9211 -1.8205 1.3625 0.31
H -1.4584 1.8903 3.1856 0.32
H -0.8840 0.5159 4.1361 0.32
H 0.1804 1.3071 2.9736 0.34
H -1.9102 1.6179 0.8391 0.37
H -1.7147 0.0241 0.0869 0.29
H -0.2840 0.9854 0.5365 0.40
C 1.3845 1.2923 -3.2356 -0.81
C 0.5370 0.4543 -2.6604 0.03
C 0.8119 -1.0177 -2.5235 -0.59
N 1.4850 -1.2990 -1.2436 -0.64
H 1.1578 2.3439 -3.3482 0.28
H 2.3290 0.9296 -3.6229 0.26
H -0.3676 0.8459 -2.2041 0.31
H -0.1321 -1.5649 -2.6239 0.24
H 1.4607 -1.3374 -3.3336 0.42
H 1.5486 -2.2978 -1.0824 0.26
H 0.9167 -0.9253 -0.4905 0.19
```

Properties
SMILES string   CN(C)C.C=CCN
Charge   0
Kohn-Sham gap   9.72 eV

***

Energy comparison, zero being the most stable, in kJ/mol: 1 19.6; 2 493.2; 3 0.0.

***

--- 1 ---
Computed, not measured: the molecule C3H9N, with ωB97M-V/def2-TZVPD.

XYZ file:
```
13
Properties=species:S:1:pos:R:3:mulliken_charge:R:1
C -1.0363 -1.4262 -0.0439 -1.07
C -0.3532 -0.2429 -0.7473 -0.27
N 0.8666 0.0440 0.0517 -0.31
C 0.8766 1.3856 0.5896 -0.97
H -1.5447 -2.0305 -0.8095 0.29
H -1.9508 -1.0770 0.4744 0.23
H -0.4003 -1.9174 0.6701 0.38
H -0.9319 0.7375 -0.8489 0.28
H -0.2978 -0.6188 -1.7855 0.32
H 1.7342 -0.1849 -0.3903 0.19
H 1.8060 1.5923 1.2339 0.31
H 1.0237 2.3847 0.0336 0.32
H 0.2080 1.3535 1.5718 0.29
```

Properties
SMILES string   CCNC
Charge   0
Kohn-Sham gap   10.04 eV

***

--- 2 ---
Computed, not measured: a cluster of 2 separate species, C3H9N in total, with ωB97M-V/def2-TZVPD.

XYZ file:
```
13
Properties=species:S:1:pos:R:3:mulliken_charge:R:1
C -2.3570 2.4701 3.8191 -0.25
N -1.1482 2.7787 4.0793 -0.46
H -3.0376 2.2503 4.6375 0.26
H -2.7017 2.4235 2.7839 0.20
H -0.7531 3.0367 3.1687 0.25
C 0.8645 -2.1132 -3.6033 -0.83
C 2.3001 -2.5427 -3.2669 -0.79
H 0.1736 -2.9343 -3.7237 0.29
H 0.4569 -1.3388 -2.9598 0.28
H 0.8253 -1.7484 -4.6443 0.26
H 3.0211 -1.7189 -3.2464 0.27
H 2.6167 -3.4062 -3.8429 0.28
H 2.3404 -2.9167 -2.2246 0.25
```

Properties
SMILES string   C=N.CC
Charge   0
Kohn-Sham gap   11.66 eV

***

Energy comparison, zero being the most stable, in kJ/mol: 1 60.1; 2 0.0.

***

--- 1 ---
Computed, not measured: a cluster of 2 separate species, C3H9N in total, with ωB97M-V/def2-TZVPD.

XYZ file:
```
13
Properties=species:S:1:pos:R:3:mulliken_charge:R:1
C -1.1799 0.2569 -1.3044 -0.15
N -1.2611 -0.2046 -0.0586 -0.39
C -0.6932 0.5757 0.9725 -0.76
H -1.3475 -0.3467 -2.2271 0.25
H -0.9901 1.3321 -1.7091 0.20
H -1.4987 1.1547 1.4878 0.30
H 0.0477 1.3734 0.6237 0.31
H -0.0842 -0.0791 1.6007 0.25
C 2.3893 -0.7085 0.2635 -0.84
H 3.1697 -0.2503 0.9592 0.24
H 2.1861 0.0308 -0.5096 0.20
H 1.4560 -0.9010 0.7560 0.11
H 2.7913 -1.6258 -0.1610 0.30
```

Properties
SMILES string   C=NC.C
Charge   0
Kohn-Sham gap   10.64 eV

***

--- 2 ---
Computed, not measured: a cluster of 2 separate species, C3H9N in total, with ωB97M-V/def2-TZVPD.

XYZ file:
```
13
Properties=species:S:1:pos:R:3:mulliken_charge:R:1
C 4.4623 -2.5259 1.1169 -0.24
N 4.6056 -3.1229 0.0236 -0.46
H 4.1225 -1.4925 1.1002 0.25
H 4.6541 -2.9974 2.0899 0.22
H 4.9549 -4.0828 0.0025 0.24
C -3.8286 1.9618 -0.1366 -0.77
C -4.2572 3.1201 -1.0339 -0.79
H -3.1532 1.2847 -0.6679 0.26
H -4.6425 1.3201 0.1774 0.27
H -3.1958 2.3291 0.6732 0.25
H -5.2647 2.9662 -1.4239 0.26
H -4.3622 4.0605 -0.4824 0.26
H -3.6022 3.2956 -1.8809 0.27
```

Properties
SMILES string   C=N.CC
Charge   0
Kohn-Sham gap   11.16 eV

***

Energy comparison, zero being the most stable, in kJ/mol: 1 61.0; 2 0.0.

***

--- 1 ---
Computed, not measured: a cluster of 5 separate species, H10O5 in total, with ωB97M-V/def2-TZVPD.

XYZ file:
```
15
Properties=species:S:1:pos:R:3:mulliken_charge:R:1
O 3.4686 2.6966 0.5967 -0.64
H 3.3752 2.5719 -0.3477 0.33
H 2.8896 3.4312 0.8002 0.31
O 0.9148 2.5392 -2.4508 -0.63
H 0.4038 3.3438 -2.3628 0.32
H 0.8278 2.2994 -3.3734 0.31
O -0.3752 -0.6545 0.8940 -0.63
H 0.0437 -0.5432 1.7474 0.32
H -0.2131 0.1711 0.4376 0.32
O -4.1093 -1.0949 -0.1469 -0.65
H -4.4578 -0.6980 0.6513 0.31
H -3.1606 -1.0968 -0.0195 0.33
O 0.3500 -4.6239 1.0758 -0.64
H 0.4763 -3.6970 0.8730 0.32
H -0.4337 -4.6448 1.6250 0.32
```

Properties
SMILES string   O.O.O.O.O
Charge   0
Kohn-Sham gap   11.61 eV

***

--- 2 ---
Computed, not measured: a cluster of 5 separate species, H10O5 in total, with ωB97M-V/def2-TZVPD.

XYZ file:
```
15
Properties=species:S:1:pos:R:3:mulliken_charge:R:1
O 0.1622 -0.2562 -0.7490 -0.59
H -0.6322 0.1382 -0.3716 0.27
H -0.1738 -0.9275 -1.3535 0.34
O 2.3166 -3.3380 -2.1342 -0.63
H 2.4587 -2.4772 -2.5438 0.32
H 3.2004 -3.7177 -2.0737 0.31
O -0.3956 3.9287 2.6820 -0.63
H -0.6756 3.9765 1.7610 0.32
H -1.1363 4.3032 3.1720 0.32
O -2.6723 -0.8254 -1.6063 -0.62
H -2.3497 -0.6812 -0.7096 0.29
H -3.6188 -0.6536 -1.5454 0.30
O 0.9384 0.1966 1.5060 -0.57
H 1.0531 0.8559 2.1997 0.30
H 1.5250 -0.5224 1.7666 0.28
```

Properties
SMILES string   O.O.O.O.O
Charge   0
Kohn-Sham gap   11.30 eV

***

--- 3 ---
Computed, not measured: a cluster of 5 separate species, H10O5 in total, with ωB97M-V/def2-TZVPD.

XYZ file:
```
15
Properties=species:S:1:pos:R:3:mulliken_charge:R:1
O -1.9016 -1.0028 0.7087 -0.65
H -2.4348 -1.3331 -0.0148 0.35
H -1.0688 -1.3044 0.4093 0.23
O 0.7852 0.4907 0.8822 -0.70
H 1.5068 0.7902 0.2646 0.43
H 0.1298 1.1266 0.6750 0.29
O 2.4374 1.3016 -1.2205 -0.69
H 3.4068 1.3686 -1.1420 0.33
H 2.3408 0.6026 -1.8388 0.33
O 0.9109 -2.2349 0.9295 -0.64
H 0.3855 -2.3758 0.1249 0.30
H 0.9426 -1.2974 1.0402 0.40
O -2.1866 1.4199 -0.4244 -0.67
H -3.0250 1.8826 -0.4141 0.30
H -2.2289 0.5655 0.0203 0.40
```

Properties
SMILES string   O.O.O.O.O
Charge   0
Kohn-Sham gap   11.52 eV

***

Energy comparison, zero being the most stable, in kJ/mol: 1 19.7; 2 62.2; 3 0.0.

***

--- 1 ---
Computed, not measured: a cluster of 5 separate species, H10O5 in total, with ωB97M-V/def2-TZVPD.

XYZ file:
```
15
Properties=species:S:1:pos:R:3:mulliken_charge:R:1
O -0.4896 -1.5886 -0.0723 -0.63
H 0.2856 -1.0991 -0.3699 0.31
H -0.1257 -2.3981 0.3037 0.32
O 4.2632 -3.5518 -0.2208 -0.64
H 4.1884 -3.0156 0.5766 0.32
H 3.5350 -4.1794 -0.1505 0.32
O 1.7063 3.5109 0.9362 -0.68
H 2.0050 2.9654 0.1998 0.34
H 1.0482 2.9647 1.3807 0.34
O -0.3026 3.5408 -1.0039 -0.61
H 0.1376 2.8884 -0.4475 0.26
H 0.1121 4.3758 -0.7592 0.36
O -5.2892 -1.7615 0.1016 -0.63
H -5.6510 -1.3231 0.8800 0.32
H -4.6394 -2.3767 0.4597 0.32
```

Properties
SMILES string   O.O.O.O.O
Charge   0
Kohn-Sham gap   11.39 eV

***

--- 2 ---
Computed, not measured: a cluster of 5 separate species, H10O5 in total, with ωB97M-V/def2-TZVPD.

XYZ file:
```
15
Properties=species:S:1:pos:R:3:mulliken_charge:R:1
O -4.1467 -0.7294 -14.4972 -0.64
H -4.8109 -0.2514 -14.0006 0.32
H -3.3935 -0.7753 -13.9082 0.34
O -0.1227 -3.9886 -11.3881 -0.66
H -0.8933 -3.5283 -11.0554 0.28
H -0.1366 -3.8289 -12.3318 0.42
O -1.4175 -0.0987 -13.3426 -0.67
H -0.9122 0.5837 -12.9007 0.28
H -1.6278 0.2747 -14.1985 0.35
O 1.3978 -6.2224 -15.0637 -0.64
H 0.7000 -6.2210 -14.4085 0.32
H 2.2035 -6.3194 -14.5560 0.32
O -0.8559 -3.2467 -13.8061 -0.67
H -1.0047 -2.3160 -13.9734 0.31
H -0.7267 -3.6289 -14.6741 0.32
```

Properties
SMILES string   O.O.O.O.O
Charge   0
Kohn-Sham gap   10.82 eV

***

--- 3 ---
Computed, not measured: a cluster of 5 separate species, H10O5 in total, with ωB97M-V/def2-TZVPD.

XYZ file:
```
15
Properties=species:S:1:pos:R:3:mulliken_charge:R:1
O -1.5371 -2.5152 0.1259 -0.67
H -0.9751 -1.7622 0.0319 0.45
H -1.7671 -2.6482 1.0899 0.29
O -0.0861 -0.3042 0.2179 -0.76
H -0.5761 0.2888 0.5009 0.33
H 0.0569 -0.0842 -0.6271 0.37
O 0.8279 0.5508 -2.2751 -0.68
H 1.5409 0.8758 -2.8561 0.31
H 0.1339 1.0358 -2.8981 0.32
O 2.4359 -0.7942 1.3589 -0.63
H 1.6769 -0.4882 0.8159 0.41
H 3.2089 -0.4952 0.9279 0.31
O -1.5391 2.0258 0.8599 -0.68
H -2.4121 1.9368 1.1889 0.31
H -0.9891 2.3778 1.5379 0.32
```

Properties
SMILES string   O.O.O.O.O
Charge   0
Kohn-Sham gap   10.58 eV

***

Energy comparison, zero being the most stable, in kJ/mol: 1 55.9; 2 0.0; 3 116.3.

***

--- 1 ---
Computed, not measured: a structure of composition C4H7ClN2, with ωB97M-V/def2-TZVPD.

XYZ file:
```
14
Properties=species:S:1:pos:R:3:mulliken_charge:R:1
C -1.0406 -0.2063 -0.6905 -0.91
C -0.7099 1.0595 0.2195 -0.52
C -0.2648 -1.4222 0.0802 -0.45
C 0.7633 1.0416 0.4932 -0.14
N 0.9772 -0.8608 0.5739 -0.43
N 1.5549 0.0321 -0.3086 0.03
Cl 3.2652 0.0413 -0.2107 -0.11
H -2.0288 -0.4582 -0.7894 0.43
H -0.3936 -0.1975 -1.5853 0.39
H -1.0097 1.9799 -0.4259 0.27
H -1.3560 1.0599 1.0615 0.35
H -0.9570 -1.4746 0.9451 0.34
H -0.0542 -2.2823 -0.5464 0.34
H 1.2541 1.6877 1.1834 0.41
```

Properties
Charge   0
Kohn-Sham gap (spin up / spin down)   8.83 / 8.83 eV

***

--- 2 ---
Computed, not measured: a structure of composition C4H7ClN2, with ωB97M-V/def2-TZVPD.

XYZ file:
```
14
Properties=species:S:1:pos:R:3:mulliken_charge:R:1
C 0.0756 1.6153 1.5022 -0.36
C -1.1537 0.2661 0.2914 -0.41
C 1.1233 1.1735 0.5900 0.15
C 0.3880 -1.0710 -0.9447 -0.87
N -1.0998 1.1157 1.3856 -0.41
N -0.0349 0.2249 -0.5762 -0.25
Cl 2.2005 0.1136 1.4419 -0.15
H 0.3408 2.0104 2.3891 0.49
H -1.4831 -0.7952 0.4831 0.33
H -2.0221 0.4387 -0.4136 0.29
H 1.6801 1.8756 -0.1489 0.30
H 1.1018 -1.1452 -1.8160 0.29
H 0.9202 -1.7724 -0.1890 0.30
H -0.5215 -1.8069 -1.1400 0.30
```

Properties
Charge   0
Kohn-Sham gap   9.44 eV

***

Energy comparison, zero being the most stable, in kJ/mol: 1 189.9; 2 0.0.

***

--- 1 ---
Computed, not measured: a cluster of 2 separate species, C4H7ClN2 in total, with ωB97M-V/def2-TZVPD.

XYZ file:
```
14
Properties=species:S:1:pos:R:3:mulliken_charge:R:1
C 0.9232 -0.4754 1.1651 -1.38
C 0.3844 -0.3798 -0.2419 0.85
C 0.9759 0.7800 -0.9847 -0.87
N -0.5114 -1.1082 -0.7917 -0.52
C -1.1259 -2.1566 -0.3001 0.44
N -1.8279 -3.0149 0.0349 -0.48
H 0.2763 -0.9207 2.0606 0.31
H 1.6497 -1.1732 1.0365 0.41
H 1.3959 0.3754 1.4451 0.44
H 0.1682 1.5579 -1.0640 0.19
H 1.3299 0.3679 -2.0304 0.28
H 1.8415 1.1307 -0.4882 0.36
Cl -2.6875 1.9634 -0.2827 -0.26
H -2.7924 3.0535 0.4417 0.26
```

Properties
SMILES string   CC(C)=NC#N.Cl
Charge   0
Kohn-Sham gap   10.29 eV

***

--- 2 ---
Computed, not measured: a cluster of 2 separate species, C4H7ClN2 in total, with ωB97M-V/def2-TZVPD.

XYZ file:
```
14
Properties=species:S:1:pos:R:3:mulliken_charge:R:1
C -0.6773 1.0083 -0.8565 -1.16
C -0.9641 -0.4808 -0.6760 0.16
N 0.0041 -1.1777 -1.4587 -0.56
C 0.0776 -1.2559 -0.0178 0.05
C 1.1281 -0.4666 0.6026 0.26
N 1.9396 0.1410 1.1314 -0.57
H -0.4369 1.4140 0.1456 0.21
H -1.5723 1.6854 -1.1923 0.31
H 0.1650 1.2279 -1.5642 0.31
H -2.0361 -0.6793 -0.7540 0.38
H -0.0948 -2.1226 -1.7637 0.23
H -0.2562 -2.3012 0.4507 0.35
Cl 1.2517 1.4347 3.6256 -0.29
H 1.4715 1.5728 2.3274 0.31
```

Properties
SMILES string   C[C@H]1N[C@H]1C#N.Cl
Charge   0
Kohn-Sham gap   11.10 eV

***

Energy comparison, zero being the most stable, in kJ/mol: 1 0.0; 2 72.3.

***

--- 1 ---
Computed, not measured: a cluster of 2 separate species, C4H13N3S in total, with ωB97M-V/def2-TZVPD.

XYZ file:
```
21
Properties=species:S:1:pos:R:3:mulliken_charge:R:1
C -0.8066 -1.3875 1.9452 -0.78
N -2.1950 -1.6120 2.3154 -0.46
C -3.0350 -0.7065 2.0428 0.14
N -2.8201 0.5024 1.3736 -0.47
H -0.6240 -1.5333 0.8761 0.30
H -0.1758 -2.0864 2.4882 0.28
H -0.4962 -0.3666 2.1964 0.24
H -4.0683 -0.8084 2.3654 0.34
H -1.8565 0.7593 1.2557 0.22
H -3.4051 0.6717 0.5795 0.22
N 1.7586 2.8663 -1.0779 -0.63
C 2.1849 1.4477 -0.9858 -0.65
C 1.3325 0.6413 -1.9560 -0.51
S 1.4338 -1.1125 -1.4559 -0.27
H 2.3568 3.4283 -0.4845 0.23
H 2.0226 3.1686 -2.0175 0.24
H 2.0220 1.1231 0.0445 0.40
H 3.2491 1.2923 -1.1901 0.30
H 0.3051 0.9853 -1.8685 0.35
H 1.6619 0.8126 -2.9803 0.38
H 0.8184 -1.6129 -2.5423 0.13
```

Properties
SMILES string   C/N=C\N.NCCS
Charge   0
Kohn-Sham gap   9.70 eV

***

--- 2 ---
Computed, not measured: a cluster of 2 separate species, C4H13N3S in total, with ωB97M-V/def2-TZVPD.

XYZ file:
```
21
Properties=species:S:1:pos:R:3:mulliken_charge:R:1
N 1.6851 0.6031 0.1840 -0.43
C 0.9487 1.8284 0.1568 -0.10
C -0.2502 2.0036 -0.3822 -0.42
N -0.8858 3.2843 -0.3211 -0.61
H 1.4647 0.0514 1.0077 0.17
H 2.6645 0.8028 0.2067 0.25
H 1.4368 2.6796 0.6269 0.29
H -0.8060 1.2112 -0.8734 0.37
H -1.7594 3.2394 0.1808 0.25
H -1.1154 3.6304 -1.2393 0.26
N -0.1973 -1.1510 -1.5737 -0.59
C 0.0575 -2.0776 -0.4759 -0.71
C -0.8094 -1.7115 0.7239 -0.42
S -0.1934 -2.5827 2.2069 -0.25
H 0.4975 -0.4138 -1.5416 0.22
H -0.0444 -1.6165 -2.4607 0.23
H 1.1095 -2.0803 -0.1703 0.32
H -0.1768 -3.1012 -0.7737 0.47
H -0.7821 -0.6361 0.8908 0.19
H -1.8457 -1.9912 0.5419 0.41
H -0.9983 -1.9720 3.0857 0.12
```

Properties
SMILES string   N/C=C/N.NCCS
Charge   0
Kohn-Sham gap   9.85 eV

***

Energy comparison, zero being the most stable, in kJ/mol: 1 0.0; 2 12.8.